# C5H12O2

3 unconnected molecules or ions with the total composition C5H12O2 (ωB97M-V/def2-TZVPD, the OMol25 dataset).

## Properties
**Max |F|**: 0.9 eV/A
**Spin multiplicity**: 1
**HOMO energy**: -8.986 eV
**Frontier orbital gap**: 0.3489 hartree
**SMILES string**: C=C/C=C/C.O.O

Last column: natural (NBO) charge in e.
Atoms and positions in Å:
C -1.40682 -0.32874 1.72948  -0.38
C -0.66332 -1.27805 1.16716  -0.21
C -0.14089 -1.28597 -0.21712  -0.24
C -0.37745 -0.34014 -1.12324  -0.15
C 0.21596 -0.36367 -2.49457  -0.65
H -1.74395 -0.42526 2.75384  0.20
H -1.68632 0.60648 1.25855  0.17
H -0.50348 -2.18111 1.74771  0.21
H 0.48607 -2.13086 -0.47857  0.20
H -0.81089 0.60575 -0.82629  0.18
H -0.32001 0.23154 -3.22578  0.22
H 0.32496 -1.35587 -2.92877  0.22
H 1.19524 0.10648 -2.48832  0.22
O -0.90942 3.31999 0.99658  -0.93
H -1.23102 2.59392 0.45347  0.46
H -0.22144 2.91901 1.54186  0.47
O 2.74709 -0.32716 1.05292  -0.94
H 2.02514 0.28909 0.89138  0.47
H 3.02057 -0.65541 0.18970  0.47

Forces on the atoms, in the same order (eV/Å):
0.1464 0.1360 0.3230
-0.3082 -0.0038 -0.1970
-0.3743 0.1874 0.4052
0.9269 -0.0207 -0.0780
0.1343 0.1689 -0.4699
-0.0349 -0.1146 -0.0465
0.0496 -0.1194 -0.1740
0.2434 0.0760 -0.0301
-0.1968 -0.1435 -0.1499
-0.5166 -0.0861 0.0222
-0.4754 0.0633 0.0297
0.0109 -0.1360 0.2462
0.3763 -0.0084 0.1163
0.1397 -0.1301 0.0439
-0.0313 0.0774 -0.0243
-0.0963 0.0961 -0.0229
0.1322 -0.0173 0.0915
0.0045 -0.1476 -0.1293
-0.1304 0.1225 0.0437